# 1
{"formula": "C44H54BF4N2", "method": "ωB97M-V/def2-TZVPD", "species": ["F", "C", "C", "C", "F", "C", "C", "C", "C", "C", "C", "F", "C", "C", "F", "C", "C", "H", "H", "H", "H", "H", "H", "H", "C", "C", "C", "C", "C", "C", "C", "C", "C", "C", "C", "C", "C", "C", "N", "C", "B", "H", "N", "C", "C", "C", "C", "C", "C", "C", "C", "C", "C", "C", "C", "C", "C", "C", "C", "H", "H", "H", "H", "H", "H", "H", "H", "H", "H", "H", "H", "H", "H", "H", "H", "H", "H", "H", "H", "H", "H", "H", "H", "H", "H", "H", "H", "H", "H", "H", "H", "H", "H", "H", "H", "H", "H", "H", "H", "H", "H", "H", "H", "H", "H"], "positions_angstrom": [[0.62, 0.57, -7.52], [0.14, 0.13, -6.31], [-1.23, -0.08, -6.16], [-1.67, -0.41, -4.87], [-3.03, -0.50, -4.65], [-0.81, -0.63, -3.80], [0.60, -0.58, -4.01], [1.49, -1.12, -3.04], [2.92, -1.09, -3.20], [3.68, -2.26, -2.91], [5.04, -2.26, -3.11], [5.75, -3.41, -2.85], [5.75, -1.15, -3.57], [5.00, 0.00, -3.81], [5.66, 1.14, -4.24], [3.62, 0.06, -3.65], [1.05, -0.09, -5.28], [-1.93, 0.05, -6.99], [-1.20, -0.92, -2.83], [1.09, -1.93, -2.42], [3.16, -3.16, -2.57], [6.82, -1.16, -3.70], [3.08, 0.98, -3.85], [2.11, 0.03, -5.48], [0.90, 0.21, 4.27], [-0.19, -0.44, 5.10], [0.55, -1.20, 6.21], [-1.01, 0.65, 5.80], [-1.12, -1.38, 4.26], [-1.47, -2.57, 4.90], [-2.21, -3.57, 4.29], [-2.81, -3.29, 3.07], [-2.72, -2.01, 2.51], [-3.87, -1.76, 1.48], [-3.93, -0.34, 0.96], [-5.23, -2.04, 2.14], [-3.67, -2.74, 0.32], [-1.68, -1.14, 2.94], [-1.18, -0.06, 2.09], [-0.44, -0.14, 0.92], [-0.39, -1.24, -0.16], [0.45, -0.88, -1.13], [-0.08, 1.15, 0.57], [0.71, 1.59, -0.57], [0.08, 2.34, -1.61], [-1.44, 2.61, -1.81], [-1.82, 2.77, -3.29], [-1.79, 3.92, -1.09], [-2.33, 1.50, -1.30], [0.89, 3.02, -2.53], [2.27, 2.99, -2.46], [2.88, 2.24, -1.46], [2.13, 1.51, -0.53], [2.96, 0.67, 0.49], [2.75, -0.84, 0.26], [2.58, 1.05, 1.91], [4.48, 0.88, 0.39], [-0.65, 2.03, 1.50], [-1.36, 1.30, 2.38], [0.51, 1.03, 3.68], [1.67, 0.64, 4.92], [1.39, -0.54, 3.64], [-0.11, -1.47, 7.04], [1.04, -2.10, 5.82], [1.34, -0.57, 6.63], [-1.72, 0.19, 6.50], [-0.33, 1.30, 6.37], [-1.56, 1.28, 5.09], [-1.13, -2.77, 5.92], [-2.36, -4.53, 4.77], [-3.44, -4.05, 2.60], [-4.76, -0.25, 0.24], [-3.02, -0.11, 0.41], [-4.08, 0.39, 1.76], [-5.29, -3.05, 2.56], [-5.41, -1.33, 2.95], [-6.03, -1.92, 1.40], [-3.95, -3.76, 0.63], [-4.29, -2.47, -0.54], [-2.62, -2.76, 0.00], [-0.13, -2.32, 0.35], [-1.47, -1.26, -0.75], [-1.48, 1.89, -3.86], [-2.91, 2.82, -3.38], [-1.42, 3.68, -3.74], [-1.52, 3.87, -0.03], [-1.25, 4.76, -1.55], [-2.86, 4.12, -1.16], [-2.18, 1.35, -0.24], [-3.39, 1.76, -1.44], [-2.15, 0.56, -1.83], [0.42, 3.61, -3.32], [2.88, 3.56, -3.15], [3.97, 2.24, -1.41], [2.51, -1.02, -0.80], [3.68, -1.39, 0.47], [1.95, -1.26, 0.87], [2.64, 2.14, 2.07], [1.55, 0.75, 2.05], [3.20, 0.53, 2.65], [4.76, 1.93, 0.56], [4.98, 0.29, 1.18], [4.88, 0.54, -0.57], [-0.47, 3.09, 1.45], [-1.98, 1.63, 3.20]], "homo_lumo_gap_ev": 4.97, "e_tot_ha": -2242.502149, "homo_energy_ev": -10.89, "charge": 1, "mol_weight_g_mol": 697.73, "de_lowest_kcal_mol": 34.8}


# 2
{"formula": "C44H54BIN8O8S", "method": "ωB97M-V/def2-TZVPD", "species": ["O", "C", "I", "C", "C", "C", "C", "O", "C", "C", "C", "C", "C", "S", "C", "N", "N", "C", "O", "C", "O", "N", "C", "C", "C", "C", "N", "C", "C", "C", "C", "C", "C", "C", "O", "O", "B", "O", "O", "H", "H", "H", "H", "H", "H", "H", "H", "H", "H", "H", "H", "H", "H", "H", "H", "H", "H", "H", "H", "H", "H", "H", "H", "H", "H", "H", "H", "H", "H", "H", "H", "H", "H", "N", "C", "C", "C", "C", "C", "H", "H", "H", "H", "H", "N", "C", "C", "C", "C", "C", "H", "H", "H", "H", "H", "N", "C", "C", "C", "C", "C", "H", "H", "H", "H", "H", "N", "C", "C", "C", "C", "C", "H", "H", "H", "H", "H"], "positions_angstrom": [[2.73, 3.83, 2.41], [2.63, 2.78, 1.90], [3.32, 1.02, 3.01], [2.11, 2.47, 0.53], [0.65, 2.89, 0.28], [0.70, 4.40, -0.09], [1.24, 4.76, -1.48], [0.19, 5.06, -2.39], [-0.23, 2.64, 1.54], [-0.74, 3.83, 2.34], [-1.55, 3.47, 3.59], [-0.77, 3.54, 4.91], [0.34, 2.50, 5.12], [-0.03, 0.79, 4.67], [-1.33, 0.40, 5.76], [-1.32, -0.71, 6.44], [-2.54, -0.76, 7.11], [-3.16, 0.32, 6.79], [-2.47, 1.10, 5.94], [-1.28, 1.66, 1.05], [-2.39, 1.46, 1.44], [-0.66, 1.00, 0.00], [-0.06, 2.03, -0.82], [0.80, 1.51, -1.96], [0.49, 0.08, -2.45], [1.08, -1.01, -1.57], [2.54, -1.07, -1.68], [3.19, -1.59, -0.48], [2.97, -3.08, -0.34], [1.82, -3.60, 0.26], [1.60, -4.97, 0.34], [2.54, -5.84, -0.19], [3.70, -5.35, -0.77], [3.92, -3.98, -0.84], [5.10, -3.54, -1.44], [-1.15, 2.86, -1.25], [-1.87, 2.47, -2.36], [-2.99, 1.69, -2.15], [-1.48, 2.80, -3.64], [2.20, 1.39, 0.39], [2.80, 2.92, -0.18], [-0.27, 4.87, -0.01], [1.34, 4.90, 0.63], [1.92, 4.00, -1.88], [1.84, 5.66, -1.37], [0.32, 4.59, -3.21], [0.28, 2.01, 2.28], [0.09, 4.47, 2.65], [-1.36, 4.47, 1.72], [-2.02, 2.49, 3.51], [-2.36, 4.18, 3.68], [-1.48, 3.44, 5.73], [-0.31, 4.53, 5.00], [1.24, 2.81, 4.59], [0.61, 2.51, 6.17], [-4.13, 0.61, 7.14], [-1.20, 0.28, -0.46], [1.84, 1.50, -1.66], [0.75, 2.20, -2.80], [0.94, -0.02, -3.43], [-0.59, -0.06, -2.55], [0.69, -1.97, -1.92], [0.78, -0.92, -0.53], [2.93, -0.15, -1.88], [2.87, -1.06, 0.43], [4.25, -1.41, -0.59], [1.08, -2.93, 0.67], [0.69, -5.36, 0.78], [2.37, -6.91, -0.16], [4.46, -6.00, -1.17], [5.65, -3.18, -0.74], [-3.70, 1.89, -2.77], [-1.98, 2.22, -4.23], [-3.94, -1.60, -0.88], [-4.53, -0.60, -0.22], [-5.89, -0.54, 0.01], [-6.70, -1.56, -0.47], [-6.10, -2.61, -1.16], [-4.72, -2.58, -1.33], [-3.86, 0.17, 0.14], [-6.31, 0.30, 0.56], [-7.77, -1.54, -0.31], [-6.69, -3.43, -1.55], [-4.22, -3.38, -1.86], [-0.83, -7.03, 1.34], [-0.38, -7.32, 2.56], [-0.79, -8.43, 3.28], [-1.71, -9.28, 2.71], [-2.19, -8.99, 1.44], [-1.72, -7.86, 0.80], [0.34, -6.62, 2.97], [-0.39, -8.61, 4.27], [-2.06, -10.16, 3.25], [-2.92, -9.63, 0.96], [-2.06, -7.60, -0.19], [-3.57, 1.26, -5.87], [-4.78, 0.68, -5.85], [-5.37, 0.09, -6.96], [-4.67, 0.11, -8.16], [-3.42, 0.70, -8.20], [-2.92, 1.26, -7.03], [-5.29, 0.69, -4.89], [-6.34, -0.36, -6.88], [-5.10, -0.34, -9.04], [-2.85, 0.74, -9.11], [-1.94, 1.73, -7.03], [6.92, 4.83, 0.69], [8.03, 4.40, 0.10], [8.50, 3.10, 0.20], [7.77, 2.20, 0.96], [6.61, 2.63, 1.58], [6.23, 3.95, 1.42], [8.57, 5.14, -0.48], [9.41, 2.81, -0.30], [8.10, 1.17, 1.06], [6.01, 1.96, 2.18], [5.33, 4.33, 1.89]], "homo_lumo_gap_ev": 8.81, "e_tot_ha": -3469.851050, "homo_energy_ev": -8.60, "mol_weight_g_mol": 992.75, "smiles": "O=C(I)C[C@]1(CCO)[C@@H](CCCCSc2nnco2)C(=O)N[C@@]1(CCCNCc1ccccc1O)OB(O)O.c1ccncc1.c1ccncc1.c1ccncc1.c1ccncc1"}